No. 1
Computed, not measured: one molecule with the formula C2HN5O2 at a distorted geometry, with wB97M-V/def2-TZVPD.

Output
energy relative to the best compared isomer or geometry (same formula, charge and spin) = 226.2 kJ/mol
SMILES = O=c1nnnnc(O)n1
energy = -500.88802 hartree
gap between HOMO and LUMO = 7.72 eV
highest occupied orbital energy = -10.358 eV
LUMO level = -2.63 eV

Structure (ORCA input):
```
! wB97M-V def2-TZVPD RIJCOSX def2/J DEFGRID3
* xyz 0 1
H -2.77149 0.51283 -0.08678
N -0.23109 -1.22522 -0.54950
N -0.41382 0.88043 0.76231
N 1.43443 1.38605 -0.49779
O -2.31978 -0.38823 -0.13677
N 1.76999 0.19836 -0.62071
N 0.60207 1.68336 0.45858
O 1.76694 -1.79192 0.66102
C -0.99075 -0.33737 -0.01117
C 1.15350 -0.91828 0.02081
*
```

Atom charges from the Mulliken analysis, given in e for atoms 1 to 6: number 1, H, carries 0.3807; number 2, N, carries -0.3529; number 3, N, carries -0.2106; number 4, N, carries -0.0285; number 5, O, carries -0.4402; number 6, N, carries -0.0253

No. 2
Computed, not measured: an isolated ion of composition C2HN6 and charge -1 at a distorted geometry, with wB97M-V/def2-TZVPD.

Output
energy relative to the best compared isomer or geometry (same formula, charge and spin) = 220.5 kJ/mol
SMILES = N#C/N=C\N=N\N=[N-]
energy = -405.26497 hartree
gap between HOMO and LUMO = 7.75 eV
highest occupied orbital energy = -3.587 eV
LUMO level = 4.16 eV

Structure (ORCA input):
```
! wB97M-V def2-TZVPD RIJCOSX def2/J DEFGRID3
* xyz -1 1
N -0.61339 1.12595 -0.58195
N 0.68048 -1.48982 0.80171
C 1.90354 -1.05561 0.67274
H -1.16504 -1.78788 0.85917
N -1.09949 2.06746 -1.12244
C -0.51940 -1.01140 0.50696
N -1.16382 3.08836 -1.65148
N -1.07559 -0.04255 -0.19207
N 3.05270 -0.89452 0.70736
*
```

Atom charges from the Mulliken analysis, given in e for atoms 1 to 6: number 1, N, carries 0.2960; number 2, N, carries -0.5997; number 3, C, carries 0.4272; number 4, H, carries 0.3148; number 5, N, carries 0.2490; number 6, C, carries 0.0601

Repeat the second record exactly.
Computed, not measured: an isolated ion of composition C2HN6 and charge -1 at a distorted geometry, with wB97M-V/def2-TZVPD.

Output
energy relative to the best compared isomer or geometry (same formula, charge and spin) = 220.5 kJ/mol
SMILES = N#C/N=C\N=N\N=[N-]
energy = -405.26497 hartree
gap between HOMO and LUMO = 7.75 eV
highest occupied orbital energy = -3.587 eV
LUMO level = 4.16 eV

Structure (ORCA input):
```
! wB97M-V def2-TZVPD RIJCOSX def2/J DEFGRID3
* xyz -1 1
N -0.61339 1.12595 -0.58195
N 0.68048 -1.48982 0.80171
C 1.90354 -1.05561 0.67274
H -1.16504 -1.78788 0.85917
N -1.09949 2.06746 -1.12244
C -0.51940 -1.01140 0.50696
N -1.16382 3.08836 -1.65148
N -1.07559 -0.04255 -0.19207
N 3.05270 -0.89452 0.70736
*
```

Atom charges from the Mulliken analysis, given in e for atoms 1 to 6: number 1, N, carries 0.2960; number 2, N, carries -0.5997; number 3, C, carries 0.4272; number 4, H, carries 0.3148; number 5, N, carries 0.2490; number 6, C, carries 0.0601

> Which of these has the lowest highest occupied orbital energy?

C2HN5O2

> What is the highest occupied orbital energy in the second record?

-3.587 eV